(1)
Computed, not measured: a molecular structure, C37H68AsBF6N7O4S2Si2V at a distorted geometry, with ωB97M-V with the def2-TZVPD basis set.

## Properties
Charge   -2
Multiplicity   1
ΔE to the lowest compared entry with this formula, charge and spin   21.9 kcal per mole
Kohn-Sham gap (alpha / beta)   5.463 / 5.453 eV
E_tot   -199029.0053 eV

Last column: Mulliken charge in e.
CARTESIAN COORDINATES (ANGSTROEM)
V: -1.1162 1.0065 0.6362  0.319
C: 3.5543 -4.2776 0.1908  -1.418
C: 2.1644 -3.8796 -0.1971  0.422
C: 1.1371 -4.7230 -0.5556  -1.124
C: 0.0292 -3.8748 -0.7496  -0.445
N: 0.3633 -2.6120 -0.5464  0.623
N: 1.6794 -2.6120 -0.2194  0.379
B: 2.5302 -1.4014 0.2478  -1.295
N: 2.6849 -0.1726 -0.7015  0.618
N: 1.8903 0.9406 -0.8370  0.802
C: 2.6287 1.8408 -1.4817  -0.271
C: 3.8808 1.3035 -1.8306  -1.329
C: 3.8812 0.0379 -1.3109  0.406
C: 4.9647 -0.9785 -1.4940  -1.414
C: 2.2080 3.2559 -1.8353  3.061
C: 2.9934 4.2553 -0.9745  -2.004
C: 0.7138 3.4696 -1.6415  -0.612
C: 2.5651 3.5237 -3.3063  -2.087
N: 2.2579 -1.0658 1.7312  0.535
N: 1.0863 -1.2887 2.3829  -0.262
C: 1.3510 -1.1063 3.6711  -0.404
C: 2.7026 -0.7752 3.8666  -1.045
C: 3.2402 -0.7502 2.5998  0.767
C: 4.6385 -0.4393 2.1851  -1.246
C: 0.2693 -1.2340 4.7175  2.727
C: -0.5932 0.0282 4.7043  -1.394
C: 0.8878 -1.3765 6.1098  -2.511
C: -0.5809 -2.4707 4.4198  -1.046
C: -1.3814 -4.3280 -1.0398  3.165
C: -1.3860 -5.2775 -2.2437  -1.999
C: -1.8969 -5.0919 0.1888  -1.821
C: -2.2897 -3.1407 -1.3327  0.066
H: 3.6292 -5.3661 0.1401  0.436
H: 4.3098 -3.8481 -0.4690  0.089
H: 3.7938 -3.9607 1.2080  0.202
H: 1.1848 -5.7988 -0.6345  0.482
H: 3.6386 -1.8359 0.2402  -0.532
H: 4.6971 1.7841 -2.3444  0.352
H: 5.6932 -0.5738 -2.1987  0.562
H: 5.4833 -1.2184 -0.5630  0.017
H: 4.5699 -1.9098 -1.9064  0.081
H: 2.6940 4.2197 0.0687  0.121
H: 4.0625 4.0424 -0.9981  0.341
H: 2.8233 5.2742 -1.3434  0.486
H: 0.4491 3.5025 -0.5876  -0.562
H: 0.4134 4.4276 -2.0803  0.836
H: 0.1319 2.6746 -2.0992  -0.960
H: 3.6456 3.5052 -3.4653  0.382
H: 2.1166 2.7803 -3.9710  0.506
H: 2.2009 4.5148 -3.5953  0.475
H: 3.2172 -0.5297 4.7816  0.376
H: 5.1969 -0.0861 3.0504  0.530
H: 5.1384 -1.3238 1.7756  0.165
H: 4.6622 0.3563 1.4390  -0.052
H: 0.0134 0.9108 4.9137  0.253
H: -1.0410 0.1870 3.7275  -0.176
H: -1.3921 -0.0399 5.4542  0.536
H: 1.4765 -0.4935 6.3672  0.398
H: 0.0951 -1.4843 6.8574  0.482
H: 1.5391 -2.2528 6.1662  0.427
H: -0.9938 -2.4186 3.4113  -0.282
H: 0.0264 -3.3778 4.4730  0.402
H: -1.4049 -2.5561 5.1384  0.360
H: -0.7813 -6.1675 -2.0518  0.333
H: -2.4086 -5.6017 -2.4658  0.470
H: -0.9842 -4.7806 -3.1311  0.331
H: -1.2961 -5.9878 0.3660  0.415
H: -1.8322 -4.4689 1.0822  0.116
H: -2.9413 -5.3945 0.0468  0.454
H: -1.9798 -2.6189 -2.2394  -0.795
H: -3.3254 -3.4765 -1.4637  0.606
H: -2.2501 -2.4034 -0.5314  -0.746
F: 3.8489 4.1939 2.5179  -0.264
C: 4.0458 2.7760 2.4269  -0.108
F: 4.9320 2.7484 1.3166  -0.278
F: 4.9809 2.5982 3.4690  -0.325
S: 1.1156 2.8941 2.1442  0.901
O: 0.2056 1.5095 1.6838  0.170
O: 1.0551 2.9112 3.5732  -0.511
N: -0.1806 4.0513 1.6399  -0.718
S: -1.5839 3.5361 1.7574  0.818
O: -2.0470 2.6534 0.5305  -1.131
O: -2.0977 2.9249 2.9539  -0.676
C: -2.6405 5.0140 1.4965  0.442
F: -2.1479 5.8398 0.5847  -0.209
F: -2.7410 5.6568 2.6532  -0.214
F: -3.8632 4.6445 1.1195  -0.212
C: -0.0388 1.4595 -4.7254  -0.671
Si: -0.3656 0.0038 -3.5713  0.717
C: -1.3471 -1.2346 -4.6048  -1.378
C: 1.2913 -0.8088 -3.3030  -0.133
As: -1.6428 0.4309 -1.6817  0.981
Si: -2.9769 2.1024 -2.6095  0.729
C: -3.7187 1.4365 -4.2141  -1.315
C: -2.1898 3.7685 -2.9954  -1.070
C: -4.5106 2.5873 -1.6353  -1.023
H: 0.5856 1.0628 -5.5355  0.383
H: 0.5127 2.2653 -4.2387  -0.400
H: -0.9392 1.8894 -5.1688  0.347
H: -0.9864 -1.1741 -5.6388  0.424
H: -2.4282 -1.0888 -4.6036  0.281
H: -1.1411 -2.2439 -4.2339  0.205
H: 1.5686 -1.2309 -4.2772  0.649
H: 1.2388 -1.6198 -2.5673  -0.173
H: 2.0671 -0.1081 -2.9815  -0.157
H: -3.0062 1.2725 -5.0246  0.337
H: -4.4668 2.1620 -4.5560  0.386
H: -4.2256 0.4864 -4.0215  0.244
H: -1.2409 3.7083 -3.5282  0.299
H: -2.0115 4.3210 -2.0672  0.162
H: -2.8998 4.3421 -3.6040  0.534
H: -5.2330 1.7724 -1.5588  0.301
H: -4.9714 3.4009 -2.2087  0.340
H: -4.2974 2.9603 -0.6352  0.058
C: -3.8738 0.0589 3.0765  -1.798
C: -3.5599 -0.6300 1.7359  3.200
C: -3.7427 -2.1384 1.9192  -1.527
C: -4.5358 -0.1231 0.6817  -1.589
C: -2.1391 -0.2879 1.3489  1.143
H: -3.3221 -0.3995 3.8944  0.279
H: -3.6348 1.1197 3.0545  0.155
H: -4.9449 -0.0633 3.2733  0.527
H: -4.7533 -2.3311 2.2927  0.527
H: -3.0323 -2.5377 2.6452  0.122
H: -3.6203 -2.6795 0.9806  0.215
H: -5.5628 -0.3747 0.9647  0.516
H: -4.3188 -0.5619 -0.2947  0.252
H: -4.4627 0.9581 0.5874  0.099
H: -1.3344 -0.8762 1.8408  -0.941

***

(2)
Computed, not measured: 9 unconnected molecules or ions with the total composition C37H69NO8 at a distorted geometry, with ωB97M-V with the def2-TZVPD basis set.

## Properties
SMILES   c1ccncc1.C1CCOC1.C1CCOC1.C1CCOC1.C1CCOC1.C1CCOC1.C1CCOC1.C1CCOC1.C1CCOC1
Multiplicity   1
ΔE to the lowest compared entry with this formula, charge and spin   76.9 kcal per mole
Kohn-Sham gap   9.839 eV
E_tot   -57350.7223 eV

Last column: Mulliken charge in e.
CARTESIAN COORDINATES (ANGSTROEM)
C: 0.5905 -2.5563 4.6977  0.586
C: 1.6670 -1.8767 5.5801  -0.697
C: 2.9504 -2.0443 4.8247  -0.560
O: 2.5726 -2.0376 3.5177  -0.317
C: 1.4168 -2.9277 3.4655  -0.764
H: -0.3364 -2.0020 4.5504  -0.687
H: 0.2597 -3.5417 5.0258  0.443
H: 1.7724 -2.2940 6.5815  0.371
H: 1.3731 -0.8272 5.5602  0.255
H: 3.4883 -2.9500 5.1048  0.330
H: 3.6892 -1.2931 5.1042  0.358
H: 1.7437 -3.9583 3.6036  0.454
H: 0.8624 -2.8226 2.5329  0.295
C: -3.3145 2.3566 1.6309  -0.154
C: -3.2645 2.8845 0.2622  0.444
C: -4.4140 3.9117 0.1558  -0.492
O: -5.4114 3.1933 0.9215  -0.496
C: -4.7938 2.2575 1.8413  -0.317
H: -2.8996 3.0537 2.3590  0.255
H: -2.8225 1.4035 1.8249  -0.079
H: -3.5598 2.0819 -0.4136  -0.104
H: -2.2879 3.2949 0.0055  -0.161
H: -4.8347 3.9404 -0.8493  0.293
H: -4.1511 4.8800 0.5816  0.315
H: -5.2128 1.2773 1.6136  0.216
H: -5.2700 2.6706 2.7305  0.233
C: -2.3052 -4.6507 -3.7000  -0.653
C: -1.4163 -5.7462 -3.1847  -0.618
C: -0.0255 -5.2492 -3.4236  -0.467
O: -0.0826 -3.9115 -3.1126  -0.265
C: -1.3516 -3.4142 -3.4606  -0.309
H: -3.3273 -4.6666 -3.3216  0.348
H: -2.4261 -4.7775 -4.7758  0.274
H: -1.6258 -6.7053 -3.6584  0.342
H: -1.5915 -5.9067 -2.1209  0.268
H: 0.1431 -5.3387 -4.4968  0.293
H: 0.7647 -5.8326 -2.9511  0.337
H: -1.2232 -2.8617 -4.3914  0.262
H: -1.8809 -2.7788 -2.7505  0.195
C: -3.6103 2.3495 -5.4735  -0.685
C: -2.6606 2.7863 -4.4535  -0.497
C: -2.2018 1.5548 -3.6885  0.474
O: -1.9609 0.7661 -4.8556  -0.340
C: -3.0036 0.9380 -5.7568  -0.433
H: -3.5462 3.0828 -6.2774  0.312
H: -4.6013 2.3826 -5.0207  0.286
H: -2.9022 3.6366 -3.8158  0.501
H: -1.7777 3.1886 -4.9503  0.280
H: -2.8790 1.0889 -2.9727  0.086
H: -1.3276 1.6838 -3.0503  -0.487
H: -3.7537 0.1652 -5.5884  0.247
H: -2.4626 0.8079 -6.6941  0.282
C: 4.7352 1.5790 1.3826  -0.517
C: 3.9191 0.3604 0.9260  0.937
C: 4.8868 -0.7397 1.1769  -0.447
O: 6.1542 -0.1879 1.6021  -0.472
C: 5.8033 0.9841 2.2457  -0.630
H: 4.2018 2.4693 1.7157  0.416
H: 5.1945 1.9019 0.4483  0.200
H: 3.5543 0.5513 -0.0832  0.146
H: 3.0205 0.1493 1.5057  -0.641
H: 5.2466 -1.2015 0.2574  0.165
H: 4.4888 -1.5179 1.8281  0.298
H: 6.6372 1.6505 2.4664  0.436
H: 5.4088 0.8375 3.2512  0.200
C: 0.3442 1.1288 0.9119  0.181
C: -0.0324 0.7050 -0.5447  0.860
C: -0.1077 -0.7843 -0.3934  -0.166
O: -0.6126 -1.0238 0.8843  -0.418
C: -0.0983 -0.0965 1.7745  0.282
H: -0.0071 2.0955 1.2725  0.435
H: 1.4222 1.1941 1.0592  -0.728
H: 0.5772 1.0467 -1.3813  0.226
H: -1.0385 1.0814 -0.7297  -0.541
H: 0.8222 -1.3379 -0.5230  0.183
H: -0.7782 -1.1584 -1.1671  -0.055
H: 0.7497 -0.6410 2.1899  -0.734
H: -0.7494 0.0627 2.6341  0.361
C: -3.2428 -0.7570 6.6001  -0.531
C: -4.6694 -0.5382 6.9566  -0.495
C: -5.3563 -0.2653 5.6208  -0.518
O: -4.4402 -0.5180 4.5310  -0.397
C: -3.3960 -1.3121 5.0587  0.282
H: -2.7858 -1.5800 7.1496  0.335
H: -2.6758 0.1676 6.7079  0.319
H: -4.8494 0.2831 7.6503  0.294
H: -5.0562 -1.4271 7.4550  0.249
H: -5.8225 0.6975 5.4113  0.287
H: -6.2122 -0.8999 5.3906  0.317
H: -2.4545 -1.2232 4.5167  -0.482
H: -3.6823 -2.3637 5.0398  0.291
C: 3.4776 -0.0165 -3.7571  -0.222
C: 3.9825 -0.4612 -5.1262  -0.586
C: 4.7539 -1.7322 -4.7961  -0.635
O: 3.9784 -2.4509 -3.9004  -0.456
C: 3.3167 -1.4748 -3.1081  0.256
H: 2.5415 0.5376 -3.8253  0.201
H: 4.2601 0.5623 -3.2665  0.150
H: 4.7010 0.2074 -5.6002  0.355
H: 3.1890 -0.7433 -5.8181  0.268
H: 5.7376 -1.5006 -4.3878  0.298
H: 5.0155 -2.2965 -5.6912  0.385
H: 3.7864 -1.4461 -2.1250  -0.048
H: 2.2658 -1.7643 -3.1112  0.039
N: 1.8605 4.1670 0.4289  -0.516
C: 3.1352 4.0680 -0.1114  -0.638
C: 3.3803 3.9662 -1.5195  -0.448
C: 2.2986 3.9344 -2.3877  -0.268
C: 1.0270 4.1183 -1.7888  -0.240
C: 0.7968 4.2055 -0.4398  -0.346
H: 3.9451 4.1538 0.5979  0.731
H: 4.3283 3.7687 -1.9977  0.394
H: 2.3425 3.8026 -3.4587  0.451
H: 0.1934 4.1469 -2.4749  0.426
H: -0.1902 4.2094 -0.0012  0.468

***

(3)
Computed, not measured: a molecular structure, C37H72F3O35Rb2 at a distorted geometry, with ωB97M-V with the def2-TZVPD basis set.

## Properties
Charge   +1
Multiplicity   1
ΔE to the lowest compared entry with this formula, charge and spin   147.8 kcal per mole
Kohn-Sham gap   3.487 eV
E_tot   -120648.3565 eV

Last column: Mulliken charge in e.
CARTESIAN COORDINATES (ANGSTROEM)
Rb: -0.2775 -6.6300 -1.5321  0.970
Rb: 2.2693 -8.5499 4.3372  0.995
C: 1.2449 -1.8532 1.6410  -0.277
O: 0.8757 -1.5084 0.2910  -0.185
O: 0.5153 -3.0359 1.9304  -0.873
C: 2.8521 -1.9249 1.7199  0.839
F: 3.5177 -0.8939 1.1717  -0.262
F: 3.2551 -2.0539 3.0174  -0.278
F: 3.3028 -3.0413 1.0878  -0.284
C: 1.0315 -0.1647 -0.2422  -0.136
C: 0.3005 -0.1882 -1.5971  -1.146
H: -0.7634 -0.3600 -1.4333  0.259
H: 0.3915 0.7295 -2.1782  0.376
H: 0.7588 -1.0139 -2.1414  0.252
H: 2.0453 0.1718 -0.4591  0.237
H: 0.5572 0.4923 0.4869  0.293
H: 0.8075 -1.0620 2.2500  0.219
C: -5.8092 -2.9125 -1.6908  -0.584
O: -6.6752 -3.3364 -2.6946  -0.308
C: -6.3394 -3.8874 -3.8129  0.871
O: -5.2097 -4.2578 -4.0388  -0.622
O: -7.3261 -3.7952 -4.7211  -0.307
C: -7.1600 -4.0634 -6.0679  -0.620
H: -4.8345 -3.3659 -1.8712  0.328
H: -6.2221 -3.3116 -0.7643  0.211
H: -5.8809 -1.8273 -1.6170  0.231
H: -7.1041 -3.1627 -6.6793  0.241
H: -8.0575 -4.6133 -6.3508  0.235
H: -6.3400 -4.7684 -6.2048  0.325
C: 0.7078 -5.3159 10.1425  -0.677
O: 1.8732 -4.7156 10.7444  -0.281
C: 3.0885 -4.9848 10.2099  0.801
O: 3.3629 -5.6841 9.2255  -0.592
O: 4.0274 -4.4129 11.0048  -0.292
C: 5.4080 -4.5071 10.5205  -0.630
H: 0.2589 -4.5327 9.5317  0.288
H: -0.0674 -5.5150 10.8825  0.262
H: 0.8517 -6.1612 9.4695  0.297
H: 6.1482 -4.0883 11.2023  0.259
H: 5.5549 -3.9536 9.5930  0.288
H: 5.7280 -5.5418 10.3975  0.277
C: -4.9281 -8.4034 4.9623  -0.621
O: -4.9840 -9.7267 4.4535  -0.282
C: -4.2646 -10.6630 5.0604  0.752
O: -3.1361 -10.5513 5.5346  -0.591
O: -4.9957 -11.8265 4.9450  -0.292
C: -4.5968 -13.1388 5.4974  -0.626
H: -5.7987 -8.2451 5.5988  0.261
H: -4.9413 -7.7242 4.1099  0.213
H: -3.9906 -8.1708 5.4674  0.335
H: -5.1940 -14.0499 5.4616  0.292
H: -4.3215 -13.0407 6.5475  0.283
H: -3.6685 -13.4412 5.0127  0.275
C: 10.4406 0.5386 6.3375  -0.704
O: 10.9381 -0.4445 7.3061  -0.274
C: 12.2416 -0.4999 7.4055  0.775
O: 13.1096 0.0977 6.7313  -0.566
O: 12.4915 -1.3641 8.4247  -0.304
C: 13.8279 -1.7833 8.6562  -0.639
H: 9.4317 0.4115 5.9451  0.297
H: 10.9306 0.4083 5.3726  0.299
H: 10.5427 1.5802 6.6419  0.299
H: 13.8314 -2.6577 9.3069  0.236
H: 14.4188 -0.9824 9.1006  0.278
H: 14.3010 -2.1372 7.7403  0.305
C: 6.8199 6.9980 -4.3061  -0.608
O: 6.1035 6.5964 -5.4609  -0.304
C: 5.0326 5.8020 -5.2854  0.785
O: 4.5440 5.4880 -4.2163  -0.555
O: 4.5859 5.5106 -6.5307  -0.301
C: 3.5249 4.4797 -6.6268  -0.640
H: 7.6498 7.6441 -4.5924  0.217
H: 7.2025 6.0978 -3.8250  0.286
H: 6.1731 7.5821 -3.6515  0.284
H: 3.6043 4.0682 -7.6330  0.243
H: 2.5537 4.9746 -6.6250  0.282
H: 3.5588 3.6896 -5.8766  0.309
C: -9.2054 2.2332 -6.3132  -0.622
O: -10.5365 1.7375 -6.2085  -0.270
C: -11.4498 2.4120 -6.9429  0.773
O: -11.2276 3.3088 -7.8131  -0.576
O: -12.6920 1.9893 -6.5799  -0.295
C: -13.8054 2.6190 -7.0840  -0.653
H: -8.3991 1.6636 -5.8513  0.239
H: -9.1429 3.2263 -5.8682  0.284
H: -8.9565 2.3296 -7.3700  0.283
H: -14.0844 2.1954 -8.0488  0.274
H: -13.6352 3.6876 -7.2158  0.325
H: -14.6360 2.5265 -6.3842  0.238
C: 10.8564 1.0466 -8.2260  -0.644
O: 9.5825 0.5797 -7.5965  -0.302
C: 9.4955 0.6011 -6.2840  0.784
O: 10.2483 1.1722 -5.5025  -0.565
O: 8.3601 -0.0063 -5.9275  -0.320
C: 8.0324 -0.3443 -4.5649  -0.618
H: 11.0490 2.1088 -8.0753  0.291
H: 10.8641 0.9595 -9.3125  0.269
H: 11.7444 0.4979 -7.9123  0.295
H: 8.8190 -0.9935 -4.1803  0.291
H: 7.1021 -0.9102 -4.5161  0.233
H: 7.8524 0.4983 -3.8972  0.287
C: 4.5359 5.4311 3.6442  -0.605
O: 4.2480 4.7436 4.7914  -0.284
C: 2.9620 4.4756 5.2242  0.719
O: 1.9701 5.0612 4.8020  -0.533
O: 3.0415 3.5740 6.2574  -0.268
C: 1.9146 3.4526 7.0433  -0.603
H: 4.3736 6.4724 3.9228  0.278
H: 3.8573 5.1443 2.8409  0.292
H: 5.5961 5.3967 3.3933  0.220
H: 2.1602 2.7161 7.8084  0.202
H: 1.1079 3.0815 6.4110  0.286
H: 1.6744 4.4214 7.4812  0.297
C: -6.9711 -0.1099 11.7447  -0.634
O: -6.4772 -0.6963 10.5572  -0.286
C: -5.5385 -0.1517 9.8737  0.779
O: -4.7210 0.7167 10.2070  -0.571
O: -5.4726 -0.8984 8.7462  -0.293
C: -4.4772 -0.5610 7.7970  -0.643
H: -7.7753 -0.7136 12.1653  0.229
H: -7.3106 0.9111 11.5706  0.300
H: -6.1841 -0.0550 12.4969  0.302
H: -4.5039 0.4696 7.4433  0.292
H: -4.5911 -1.1752 6.9038  0.240
H: -3.4711 -0.7662 8.1628  0.284
C: -2.4446 7.3895 -3.4088  -0.602
O: -3.3854 8.1414 -4.1498  -0.298
C: -3.8552 7.7331 -5.3272  0.813
O: -3.6629 6.6401 -5.8462  -0.573
O: -4.5087 8.7810 -5.9509  -0.304
C: -5.3261 8.4902 -7.0452  -0.627
H: -2.4138 7.6786 -2.3583  0.217
H: -1.4764 7.4687 -3.9032  0.273
H: -2.7859 6.3579 -3.4943  0.308
H: -5.3190 7.4159 -7.2290  0.334
H: -5.0166 8.9205 -7.9976  0.237
H: -6.3037 8.9236 -6.8337  0.221
C: -2.7333 0.1322 -9.2417  -0.701
O: -3.1014 1.3742 -9.7971  -0.250
C: -2.7856 1.6248 -11.1290  0.722
O: -2.1755 0.9298 -11.9339  -0.568
O: -3.3050 2.7826 -11.3160  -0.263
C: -3.2975 3.4599 -12.5326  -0.650
H: -1.7738 -0.3570 -9.4096  0.310
H: -3.4108 -0.5764 -9.7181  0.301
H: -2.9407 0.0747 -8.1732  0.260
H: -3.9403 3.0342 -13.3031  0.294
H: -2.2969 3.5139 -12.9616  0.310
H: -3.6307 4.4722 -12.3040  0.235